Record 1
Molecular formula: C33H37N8O9P2S4Sr
Method: DFT, the ωB97M-V functional and the def2-TZVPD basis

Summary:
* HOMO-LUMO gap: 6.761 eV
* M: 967.542 g/mol
* E_HOMO: -4.85 eV
* strongest force on any atom: 0.52 eV/Å
* DFT total energy: -4701.69692 hartree
* ΔE to the lowest compared entry with this formula, charge and spin: 93.5 kJ/mol

ORCA input file:
```
! RIJCOSX wB97M-V def2-TZVPD def2/J DEFGRID3
* xyz -1 1
Sr 0.544 -0.114 -0.813
N 3.930 -1.506 2.295
C 3.982 -0.509 1.157
C 5.304 0.241 1.166
P 2.609 0.680 1.537
O 1.427 -0.419 1.676
O 2.944 1.354 2.814
O 2.277 1.440 0.286
P 3.682 -1.544 -0.374
O 5.175 -1.770 -0.977
O 3.172 -2.834 0.175
O 2.911 -0.757 -1.391
H 3.446 -1.167 3.155
H 4.859 -1.828 2.559
H 3.407 -2.315 1.897
H 5.414 0.811 2.089
H 5.311 0.947 0.334
H 6.155 -0.432 1.037
H 0.903 -0.437 2.538
H 5.258 -1.237 -1.775
S 0.331 5.900 4.719
C 1.951 6.248 5.156
C 2.804 5.280 4.725
C 2.145 4.234 4.022
C 0.799 4.431 3.937
C -0.180 3.541 3.303
C 0.177 2.856 2.120
N -0.588 1.972 1.527
C -1.793 1.702 2.071
C -2.278 2.380 3.202
C -3.585 2.083 3.709
C -4.360 1.153 3.120
C -3.884 0.408 1.991
C -4.644 -0.612 1.400
C -4.122 -1.337 0.360
C -2.816 -1.017 -0.063
N -2.078 -0.070 0.467
C -2.600 0.660 1.475
C -4.817 -2.442 -0.308
C -4.250 -3.536 -0.894
C -5.205 -4.414 -1.472
C -6.481 -3.971 -1.315
S -6.535 -2.480 -0.474
C -1.428 3.309 3.818
H 2.189 7.143 5.708
H 3.868 5.304 4.910
H 2.623 3.343 3.628
H 1.140 3.046 1.660
H -3.930 2.620 4.585
H -5.348 0.927 3.505
H -5.628 -0.835 1.800
H -2.350 -1.598 -0.846
H -3.181 -3.709 -0.900
H -4.951 -5.333 -1.978
H -7.388 -4.441 -1.659
H -1.752 3.799 4.731
C 1.360 -2.588 -6.344
N 0.842 -2.614 -4.991
C 0.740 -3.770 -4.282
C 0.254 -3.787 -3.034
C -0.123 -2.521 -2.438
O -0.517 -2.460 -1.246
N -0.025 -1.378 -3.156
C 0.432 -1.389 -4.434
O 0.494 -0.394 -5.154
H 1.610 -3.605 -6.642
H 2.250 -1.962 -6.400
H 0.620 -2.175 -7.028
H 1.081 -4.663 -4.791
H 0.194 -4.691 -2.450
N -3.505 -0.840 -3.576
H -2.698 -0.696 -4.176
H -3.242 -1.610 -2.969
H -3.534 -0.022 -2.975
C -0.130 5.485 -2.400
N -0.258 4.054 -2.568
C -0.439 3.370 -3.750
C -0.547 2.055 -3.413
N -0.452 1.923 -2.045
C -0.273 3.139 -1.579
H 0.368 5.907 -3.271
H 0.477 5.691 -1.520
H -1.105 5.959 -2.282
H -0.449 3.874 -4.700
H -0.613 1.194 -4.058
H -0.128 3.398 -0.543
C 1.313 -0.876 7.887
O 0.497 -0.543 6.773
C 0.962 -0.757 5.520
S 2.486 -1.453 5.316
S -0.132 -0.274 4.340
H 0.727 -0.598 8.761
H 2.253 -0.324 7.865
H 1.540 -1.943 7.904
*
```

Table of Löwdin atomic charges, one value per atom, all in e:
1 Sr 1.48
2 N 0.14
3 C -0.49
4 C -0.09
5 P 0.25
6 O -0.31
7 O -0.29
8 O -0.42
9 P 0.30
10 O -0.15
11 O -0.31
12 O -0.43
13 H 0.01
14 H 0.15
15 H 0.11
16 H 0.08
17 H 0.09
18 H 0.07
19 H -0.06
20 H 0.07
21 S 1.02
22 C -0.44
23 C -0.18
24 C -0.10
25 C -0.48
26 C -0.19
27 C -0.09
28 N 0.13
29 C -0.18
30 C -0.16
31 C -0.02
32 C -0.03
33 C -0.13
34 C 0.03
35 C -0.19
36 C -0.08
37 N 0.12
38 C -0.14
39 C -0.49
40 C -0.12
41 C -0.18
42 C -0.43
43 S 1.03
44 C 0.02
45 H 0.05
46 H 0.10
47 H 0.09
48 H 0.10
49 H 0.11
50 H 0.11
51 H 0.11
52 H 0.07
53 H 0.12
54 H 0.10
55 H 0.06
56 H 0.12
57 C -0.04
58 N -0.06
59 C -0.07
60 C 0.01
61 C -0.56
62 O -0.15
63 N 0.10
64 C -0.52
65 O 0.00
66 H 0.08
67 H 0.09
68 H 0.09
69 H 0.12
70 H 0.11
71 N 0.04
72 H 0.00
73 H -0.02
74 H 0.01
75 C -0.02
76 N -0.13
77 C -0.06
78 C -0.12
79 N -0.04
80 C -0.16
81 H 0.09
82 H 0.09
83 H 0.09
84 H 0.11
85 H 0.07
86 H 0.11
87 C -0.16
88 O -0.27
89 C -1.31
90 S 0.57
91 S 0.66
92 H 0.08
93 H 0.07
94 H 0.06

***

Record 2
Molecular formula: C33H38BFN3O15
Method: DFT, the ωB97M-V functional and the def2-TZVPD basis

Summary:
* HOMO-LUMO gap: 7.241 eV
* M: 746.483 g/mol
* E_HOMO: -11.21 eV
* strongest force on any atom: 1.92 eV/Å
* DFT total energy: -2697.73697 hartree
* ΔE to the lowest compared entry with this formula, charge and spin: 0.0 kJ/mol

ORCA input file:
```
! RIJCOSX wB97M-V def2-TZVPD def2/J DEFGRID3
* xyz 1 1
C -1.291 -3.403 -4.081
C -0.676 -2.283 -3.288
C 0.182 -1.361 -3.891
C 0.722 -0.313 -3.162
C 0.424 -0.165 -1.817
C -0.426 -1.075 -1.199
C -0.802 -0.915 0.255
C 0.365 -0.789 1.201
C 1.388 -1.736 1.286
C 1.437 -2.890 0.316
O 2.145 -2.843 -0.653
O 0.651 -3.916 0.659
C 2.420 -1.620 2.231
C 3.519 -2.596 2.398
C 3.293 -3.961 2.564
C 4.395 -4.782 2.736
C 5.668 -4.216 2.732
N 5.899 -2.918 2.551
C 4.838 -2.137 2.389
C 2.414 -0.506 3.046
N 1.425 0.376 2.899
F 1.468 1.456 3.719
C 0.403 0.315 2.053
B -0.701 1.491 2.024
O -0.556 2.371 0.997
N -1.759 1.558 2.976
C -1.712 2.795 3.787
C -1.832 0.390 3.870
C -0.965 -2.120 -1.936
H -0.529 -3.966 -4.610
H -1.973 -2.982 -4.822
H -1.867 -4.064 -3.439
H 0.403 -1.474 -4.944
H 1.367 0.397 -3.662
H 0.851 0.658 -1.255
H -1.475 -0.062 0.352
H -1.382 -1.788 0.567
H 0.730 -4.575 -0.053
H 2.292 -4.369 2.574
H 4.282 -5.847 2.876
H 6.533 -4.848 2.888
H 5.032 -1.080 2.243
H 3.162 -0.307 3.799
H -1.418 2.586 0.615
H -1.064 2.681 4.659
H -2.707 3.048 4.149
H -1.343 3.628 3.193
H -0.997 0.357 4.578
H -2.745 0.460 4.460
H -1.904 -0.532 3.297
H -1.634 -2.824 -1.455
C -0.677 5.433 6.853
C -1.351 6.361 7.849
O -2.710 6.343 7.401
C -2.926 5.203 6.714
O -3.981 4.804 6.352
O -1.750 4.558 6.485
H 0.145 4.863 7.276
H -0.333 5.962 5.962
H -1.312 5.977 8.869
H -0.965 7.376 7.831
C -1.035 -6.812 -6.629
C -2.251 -7.624 -7.039
O -2.987 -7.700 -5.813
C -2.628 -6.664 -5.029
O -3.167 -6.351 -4.018
O -1.553 -6.021 -5.551
H -0.655 -6.169 -7.417
H -0.225 -7.436 -6.248
H -2.863 -7.112 -7.783
H -2.011 -8.621 -7.394
C -2.648 3.701 -3.244
C -1.839 3.870 -1.975
O -2.696 3.251 -0.995
C -3.506 2.363 -1.636
O -4.190 1.571 -1.075
O -3.402 2.509 -2.965
H -2.036 3.563 -4.129
H -3.342 4.525 -3.409
H -0.895 3.325 -2.012
H -1.646 4.905 -1.716
C 3.277 3.605 -3.302
C 2.943 4.107 -1.909
O 1.825 4.966 -2.159
C 1.242 4.583 -3.316
O 0.197 4.990 -3.711
O 2.003 3.670 -3.955
H 3.657 2.588 -3.323
H 3.973 4.261 -3.827
H 2.622 3.303 -1.242
H 3.747 4.666 -1.440
*
```

Table of Löwdin atomic charges, one value per atom, all in e:
1 C -0.04
2 C -0.24
3 C -0.03
4 C -0.06
5 C -0.04
6 C -0.23
7 C -0.05
8 C -0.05
9 C 0.04
10 C -0.49
11 O 0.18
12 O 0.15
13 C -0.06
14 C -0.16
15 C 0.00
16 C -0.03
17 C -0.11
18 N 0.09
19 C -0.09
20 C 0.10
21 N 0.02
22 F 0.12
23 C 0.04
24 B -0.57
25 O 0.18
26 N -0.06
27 C -0.04
28 C -0.06
29 C 0.00
30 H 0.08
31 H 0.10
32 H 0.07
33 H 0.12
34 H 0.10
35 H 0.11
36 H 0.13
37 H 0.14
38 H 0.16
39 H 0.12
40 H 0.11
41 H 0.11
42 H 0.12
43 H 0.17
44 H 0.10
45 H 0.08
46 H 0.10
47 H 0.09
48 H 0.09
49 H 0.10
50 H 0.09
51 H 0.13
52 C -0.12
53 C -0.11
54 O 0.07
55 C -0.57
56 O 0.17
57 O 0.03
58 H 0.13
59 H 0.13
60 H 0.13
61 H 0.13
62 C -0.11
63 C -0.11
64 O 0.07
65 C -0.57
66 O 0.16
67 O 0.03
68 H 0.13
69 H 0.13
70 H 0.13
71 H 0.13
72 C -0.09
73 C -0.12
74 O 0.02
75 C -0.57
76 O 0.17
77 O 0.08
78 H 0.13
79 H 0.14
80 H 0.12
81 H 0.14
82 C -0.10
83 C -0.11
84 O 0.06
85 C -0.57
86 O 0.16
87 O 0.06
88 H 0.13
89 H 0.14
90 H 0.12
91 H 0.13

***

Record 3
Molecular formula: C33H38BN9O5PSr
Method: DFT, the ωB97M-V functional and the def2-TZVPD basis

Summary:
* HOMO-LUMO gap (alpha / beta): 8.445 / 6.708 eV
* M: 770.131 g/mol
* E_HOMO (alpha / beta): -8.50 / -8.51 eV
* strongest force on any atom: 2.58 eV/Å
* DFT total energy: -2546.41471 hartree
* ΔE to the lowest compared entry with this formula, charge and spin: 0.0 kJ/mol

ORCA input file:
```
! RIJCOSX wB97M-V def2-TZVPD def2/J DEFGRID3
* xyz 0 2
Sr -0.305 -0.650 0.681
O -4.075 -5.548 -1.655
C -3.225 -4.493 -1.371
C -3.477 -3.196 -1.830
C -2.638 -2.166 -1.448
N -1.636 -2.449 -0.598
C -1.309 -3.672 -0.240
C -2.108 -4.772 -0.603
C 0.108 -3.970 0.322
O 0.372 -5.144 0.554
O 0.907 -2.971 0.429
C -2.718 -0.731 -2.024
O -3.557 -0.520 -2.916
O -1.781 0.043 -1.576
H -4.683 -5.313 -2.394
H -4.338 -2.984 -2.472
H -1.836 -5.770 -0.289
C 4.063 -0.511 2.067
C 3.048 -0.216 1.162
N 1.871 -0.114 1.791
N 2.074 -0.309 3.113
C 3.410 -0.496 3.281
B 0.891 -0.439 4.109
N -0.111 0.726 3.945
C -0.634 1.504 4.936
C -1.435 2.431 4.316
C -1.349 2.159 2.956
N -0.581 1.131 2.739
N 0.271 -1.794 3.786
C 0.631 -3.021 4.187
C -0.346 -3.919 3.797
C -1.254 -3.103 3.119
N -0.903 -1.830 3.103
N 1.344 -0.269 5.556
C 0.659 -0.736 6.626
C 1.275 -0.231 7.759
C 2.298 0.573 7.269
N 2.348 0.528 5.939
H 5.125 -0.572 1.927
H 3.039 -0.147 0.094
H 3.822 -0.558 4.299
H -0.374 1.345 5.990
H -2.018 3.259 4.753
H -1.842 2.486 2.061
H 1.540 -3.162 4.716
H -0.264 -4.971 3.905
H -2.154 -3.447 2.583
H -0.197 -1.394 6.469
H 1.004 -0.485 8.791
H 2.984 1.157 7.855
C -1.387 1.944 -5.625
C -0.870 2.655 -4.382
C 0.318 3.614 -4.761
C -1.980 3.540 -3.866
P -0.487 1.376 -3.057
C 0.300 2.241 -1.700
C 1.688 2.501 -1.757
C 2.328 3.186 -0.749
C 1.537 3.660 0.336
C 0.163 3.432 0.467
C -0.435 2.708 -0.609
C 0.538 -0.053 -3.662
C 1.703 0.417 -4.611
C 0.994 -0.885 -2.441
C -0.372 -0.908 -4.528
H -1.665 2.749 -6.263
H -2.246 1.331 -5.536
H -0.556 1.404 -6.150
H -0.002 4.323 -5.524
H 1.207 3.092 -5.083
H 0.601 4.209 -3.898
H -2.194 4.261 -4.637
H -1.608 4.119 -3.034
H -2.912 3.036 -3.622
H 2.269 2.150 -2.570
H 3.351 3.428 -0.843
H 2.028 4.227 1.116
H -0.385 3.833 1.317
H -1.501 2.429 -0.549
H 2.448 1.097 -4.246
H 1.376 0.883 -5.500
H 2.162 -0.498 -4.984
H 1.617 -0.317 -1.755
H 1.657 -1.708 -2.743
H 0.122 -1.349 -1.915
H -0.681 -0.402 -5.420
H -1.244 -1.214 -3.957
H 0.182 -1.784 -4.823
*
```

Table of Löwdin atomic charges, one value per atom, all in e:
1 Sr 1.44
2 O 0.05
3 C -0.26
4 C 0.06
5 C -0.17
6 N 0.01
7 C -0.19
8 C 0.09
9 C -0.65
10 O 0.02
11 O -0.16
12 C -0.58
13 O 0.03
14 O -0.21
15 H 0.12
16 H 0.13
17 H 0.13
18 C -0.05
19 C -0.16
20 N -0.09
21 N 0.02
22 C -0.07
23 B -0.69
24 N 0.02
25 C -0.04
26 C -0.06
27 C -0.20
28 N -0.02
29 N -0.01
30 C -0.06
31 C -0.03
32 C -0.17
33 N 0.00
34 N -0.05
35 C -0.10
36 C -0.08
37 C -0.16
38 N 0.08
39 H 0.09
40 H 0.09
41 H 0.12
42 H 0.12
43 H 0.10
44 H 0.09
45 H 0.13
46 H 0.10
47 H 0.12
48 H 0.13
49 H 0.10
50 H 0.10
51 C -0.09
52 C -0.64
53 C -0.05
54 C -0.10
55 P 1.29
56 C -0.35
57 C -0.09
58 C -0.04
59 C -0.04
60 C -0.05
61 C -0.09
62 C -0.61
63 C -0.06
64 C -0.07
65 C -0.07
66 H 0.08
67 H 0.08
68 H 0.09
69 H 0.09
70 H 0.06
71 H 0.08
72 H 0.08
73 H 0.08
74 H 0.10
75 H 0.08
76 H 0.10
77 H 0.11
78 H 0.10
79 H 0.11
80 H 0.06
81 H 0.04
82 H 0.10
83 H 0.05
84 H 0.11
85 H 0.05
86 H 0.05
87 H 0.08
88 H 0.10

***

Record 4
Molecular formula: C33H38N4OPPd
Method: DFT, the ωB97M-V functional and the def2-TZVPD basis

Summary:
* HOMO-LUMO gap: 6.226 eV
* M: 644.088 g/mol
* E_HOMO: -9.24 eV
* strongest force on any atom: 2.13 eV/Å
* DFT total energy: -2043.62743 hartree
* ΔE to the lowest compared entry with this formula, charge and spin: 79.8 kJ/mol

ORCA input file:
```
! RIJCOSX wB97M-V def2-TZVPD def2/J DEFGRID3
* xyz 1 1
Pd 0.148 -0.410 -0.243
N 0.183 -0.357 1.959
C 1.459 -0.401 2.609
C 1.584 -0.782 3.934
C 2.842 -0.818 4.521
C 3.970 -0.475 3.789
C 3.842 -0.123 2.453
C 2.584 -0.090 1.860
P 2.312 0.306 0.118
C 3.872 -0.030 -0.718
C 4.654 0.998 -1.237
C 5.879 0.702 -1.819
C 6.321 -0.610 -1.889
C 5.539 -1.640 -1.380
C 4.316 -1.353 -0.800
C 2.159 2.123 0.079
C 2.482 2.922 1.173
C 2.339 4.302 1.091
C 1.885 4.885 -0.083
C 1.573 4.089 -1.180
C 1.704 2.712 -1.100
H -0.559 -0.796 2.487
H -0.115 0.602 1.738
H 0.703 -1.050 4.507
H 2.937 -1.116 5.557
H 4.948 -0.500 4.249
H 4.720 0.115 1.864
H 4.315 2.024 -1.187
H 6.487 1.503 -2.219
H 7.280 -0.833 -2.339
H 5.881 -2.665 -1.440
H 3.713 -2.156 -0.396
H 2.849 2.474 2.088
H 2.589 4.920 1.944
H 1.777 5.960 -0.146
H 1.226 4.543 -2.099
H 1.466 2.092 -1.958
C -1.106 1.730 -2.584
C -0.300 0.549 -3.029
C 0.074 0.204 -4.296
C 0.809 -1.014 -4.215
C 0.861 -1.375 -2.899
C 1.493 -2.595 -2.308
N 0.182 -0.419 -2.164
H -0.863 2.603 -3.192
H -0.906 1.975 -1.545
H -2.179 1.552 -2.692
H -0.177 0.760 -5.189
H 1.247 -1.573 -5.030
H 2.292 -2.951 -2.956
H 0.773 -3.410 -2.191
H 1.917 -2.391 -1.326
N -3.699 -5.482 -0.324
C -2.993 -4.341 -0.165
C -1.593 -4.353 -0.060
C -0.919 -3.168 0.085
N -1.514 -1.961 0.139
C -2.855 -1.962 0.066
C -3.622 -3.092 -0.074
H -3.234 -6.362 -0.451
H -4.698 -5.463 -0.415
H -1.046 -5.287 -0.094
H 0.157 -3.173 0.185
H -3.342 -0.999 0.133
H -4.700 -3.010 -0.111
C -2.407 2.505 2.719
C -3.438 1.937 1.720
C -2.636 1.782 0.416
O -1.254 1.925 0.778
C -1.253 2.915 1.816
H -2.077 1.735 3.420
H -2.797 3.339 3.299
H -4.264 2.629 1.574
H -3.853 0.990 2.064
H -2.899 2.569 -0.294
H -2.743 0.823 -0.080
H -1.421 3.903 1.375
H -0.274 2.911 2.294
*
```

Table of Löwdin atomic charges, one value per atom, all in e:
1 Pd 0.82
2 N 0.02
3 C -0.30
4 C -0.02
5 C -0.05
6 C -0.06
7 C -0.06
8 C -0.31
9 P 1.07
10 C -0.34
11 C -0.06
12 C -0.06
13 C -0.06
14 C -0.06
15 C -0.10
16 C -0.36
17 C -0.08
18 C -0.07
19 C -0.07
20 C -0.05
21 C -0.10
22 H 0.11
23 H 0.06
24 H 0.12
25 H 0.11
26 H 0.11
27 H 0.12
28 H 0.10
29 H 0.11
30 H 0.11
31 H 0.11
32 H 0.10
33 H 0.10
34 H 0.11
35 H 0.11
36 H 0.11
37 H 0.10
38 C -0.05
39 C -0.39
40 C -0.07
41 C -0.07
42 C -0.38
43 C -0.06
44 N -0.12
45 H 0.08
46 H 0.03
47 H 0.08
48 H 0.10
49 H 0.10
50 H 0.09
51 H 0.07
52 H 0.01
53 N 0.15
54 C -0.31
55 C 0.00
56 C -0.15
57 N -0.03
58 C -0.13
59 C 0.00
60 H 0.11
61 H 0.11
62 H 0.12
63 H 0.09
64 H 0.09
65 H 0.12
66 C -0.14
67 C -0.13
68 C -0.19
69 O -0.24
70 C -0.19
71 H 0.11
72 H 0.12
73 H 0.11
74 H 0.10
75 H 0.12
76 H 0.08
77 H 0.13
78 H 0.12

***

- Look up the ΔE to the lowest compared entry with this formula, charge and spin of the second one.
  0.0 kJ/mol